1.
The following is a quantum chemistry calculation of a 2-piece molecular cluster, C10H10N2 overall, from the Open Molecules 2025 dataset.

The geometry in XYZ format:
```
22
Properties=species:S:1:pos:R:3:forces:R:3
C 3.50109 0.52307 0.15686 -0.3 -0.6 0.3
C 2.62293 1.21097 -0.66597 -0.1 0.6 -0.5
C 1.39881 0.63488 -1.02790 0.2 -0.5 0.3
C 1.13408 -0.64839 -0.51023 0.8 0.7 -1.3
C 2.06552 -1.23350 0.33695 0.1 -0.4 0.1
C -3.35642 0.48261 -0.27491 -1.4 1.6 -0.6
C -2.76641 0.92857 0.90445 -1.7 0.9 -0.3
C -1.70159 0.23727 1.29545 2.9 -1.4 1.9
C -1.24403 -0.77485 0.49388 1.0 -2.2 1.0
C -1.90983 -1.11453 -0.66691 3.6 -2.1 -1.9
H 4.43811 1.00215 0.43822 -0.1 -0.3 0.0
H 2.94941 2.19895 -1.03499 -0.4 -0.6 0.2
H 0.67200 1.16335 -1.66674 0.5 -0.4 0.3
H 0.20592 -1.18080 -0.72983 1.8 0.6 -0.9
H 1.83685 -2.20580 0.80158 0.2 0.4 -0.3
H -4.29676 1.02055 -0.45332 0.3 -0.4 -0.9
H -3.09721 1.76956 1.55772 -0.3 -0.8 -1.0
H -1.20147 0.42634 2.25145 0.0 0.1 -0.4
H -0.27549 -1.36157 0.64892 -2.7 0.9 1.3
H -1.31100 -1.93515 -1.36275 -2.1 1.9 1.5
N 3.23626 -0.69605 0.66859 0.1 0.8 -0.2
N -2.90078 -0.44762 -1.16051 -2.2 1.2 1.4
```
Positions in Å, forces in eV/Å.

Computed properties:
- DFT total energy (Eh) = -496.477757
- HOMO level (eV) = -9.3243
- SMILES = c1ccncc1.c1ccncc1
- spin multiplicity = 1
- energy above the lowest of the compared OMol25 structures with the same formula, charge and spin (eV) = 3.247

=====

2.
The following is a quantum chemistry calculation of one molecule with the formula C17H27NO3, from the Open Molecules 2025 dataset.

The geometry in XYZ format:
```
48
Properties=species:S:1:pos:R:3:forces:R:3
C 1.29994 3.97656 -1.83023 -0.1 0.2 0.0
H 1.47024 4.19126 -2.88405 0.0 0.0 0.1
O 1.88088 2.71622 -1.60093 0.1 -0.4 0.2
C 1.80788 2.18540 -0.34689 0.0 0.0 0.1
C 1.20829 2.79919 0.74415 0.0 0.3 -0.4
C 1.19946 2.14240 1.96613 0.1 -0.2 0.0
C 1.76549 0.89624 2.10965 0.0 -0.1 0.1
C 2.37005 0.27205 1.01329 -0.1 0.2 0.1
C 2.38955 0.92383 -0.20923 0.1 -0.1 -0.1
H 2.85222 0.49923 -1.08480 0.0 -0.1 -0.1
O 2.91451 -0.94844 1.26475 -0.1 0.3 0.2
C 3.33241 -1.77128 0.19395 0.0 -0.3 -0.5
C 2.15924 -2.31158 -0.62862 0.0 0.1 0.5
C 1.16225 -3.05089 0.26107 -0.1 0.0 -0.2
C -0.12003 -3.46055 -0.46414 0.0 0.1 0.0
C -0.90851 -2.30398 -1.08204 0.1 -0.1 0.4
C -1.22815 -1.17767 -0.09349 0.0 -0.2 -0.4
N -2.12446 -0.22289 -0.73003 0.0 0.1 0.0
C -1.81943 1.17727 -0.50090 -0.1 0.2 0.3
C -2.26666 1.65182 0.88667 0.3 0.0 -0.3
H -2.11724 2.72639 1.00244 0.1 0.0 0.0
O -3.64906 1.42690 1.07413 -0.1 0.1 0.0
C -3.96655 0.06002 0.91271 0.0 -0.3 -0.2
C -3.53435 -0.45643 -0.46756 -0.1 0.1 0.2
H -3.74556 -1.52337 -0.55008 -0.1 0.0 0.0
H -4.10437 0.07431 -1.23675 -0.1 -0.1 0.0
H -5.04842 -0.01590 1.03434 0.0 -0.1 0.0
H -3.47655 -0.52711 1.70597 -0.1 0.0 0.0
H -1.68943 1.12463 1.66289 0.0 0.1 0.0
H -0.74845 1.33960 -0.62716 0.0 0.0 0.0
H -2.35834 1.75417 -1.26040 0.1 0.1 0.0
H -1.65841 -1.61041 0.82064 0.1 0.0 0.1
H -0.30843 -0.66035 0.18590 0.0 0.0 0.1
H -1.84844 -2.69752 -1.47426 0.0 0.0 -0.1
H -0.36645 -1.87932 -1.92710 0.0 0.1 -0.1
H 0.12827 -4.17042 -1.25695 0.0 -0.1 0.0
H -0.76112 -3.98016 0.25261 0.0 -0.1 0.0
H 0.91157 -2.41444 1.11079 0.0 0.0 0.1
H 1.64003 -3.94957 0.65957 0.0 0.0 0.1
H 1.65840 -1.47945 -1.12196 0.0 0.0 -0.1
H 2.55077 -2.97911 -1.39815 0.0 0.0 -0.1
H 3.85650 -2.59648 0.68452 0.0 0.1 -0.1
H 4.04569 -1.24132 -0.44968 0.0 0.0 0.1
H 1.76160 0.38152 3.05679 0.0 -0.1 0.1
H 0.73564 2.61998 2.81609 0.0 0.0 0.1
H 0.75160 3.77154 0.66106 0.0 0.1 -0.1
H 1.77297 4.75413 -1.22195 0.0 0.0 0.0
H 0.22299 3.96397 -1.63275 0.0 0.0 0.0
```
Positions in Å, forces in eV/Å.

Computed properties:
- DFT total energy (Eh) = -944.410317
- HOMO level (eV) = -7.8920
- SMILES = COc1cccc(OCCCCCCN2CCOCC2)c1
- spin multiplicity = 1
- energy above the lowest of the compared OMol25 structures with the same formula, charge and spin (eV) = 2.042

=====

3.
The following is a quantum chemistry calculation of a 3-piece molecular cluster, C39H34BF4I2O8S2 overall, from the Open Molecules 2025 dataset.

The geometry in XYZ format:
```
90
Properties=species:S:1:pos:R:3:forces:R:3
C 3.25280 -5.84506 2.69455 -0.3 0.0 -0.5
C 2.66730 -4.70660 1.86530 0.4 -0.4 -0.1
C 1.36997 -5.11654 1.15410 0.0 0.6 0.9
B 0.00326 -4.90275 2.04802 1.0 -0.4 -0.5
O 0.19040 -4.02542 3.22713 -0.1 0.6 0.0
C -0.94424 -3.24950 3.41048 2.3 -0.6 0.4
S -2.15004 -4.41783 4.20549 -1.3 0.5 0.0
C -0.44658 -2.14567 4.43160 -1.3 -0.4 0.6
F -0.12907 -0.98858 3.83935 0.0 0.5 -0.7
F 0.66279 -2.56831 5.01965 1.1 -0.4 0.4
C -1.42440 -1.84228 5.62136 0.1 0.6 -0.9
F -1.11801 -2.60518 6.67009 -0.1 -0.7 0.5
F -1.22326 -0.56657 6.02031 0.2 0.7 0.2
C -1.33948 -2.88939 1.91231 -1.1 -2.3 -0.8
C -2.85414 -2.67258 1.46886 0.8 0.4 1.3
I -3.74399 -4.57093 0.87044 0.1 0.2 -0.1
C -3.83756 -2.04097 2.45741 -1.1 -0.2 -1.3
C -5.16665 -1.76562 1.70891 0.7 0.4 -0.1
I -3.24726 -0.13765 3.23215 0.1 0.0 0.0
S -0.19337 -1.75871 0.98265 -0.3 1.1 0.1
C -0.37505 -2.21238 -0.73598 -0.1 -0.5 0.6
O -0.60074 -0.38105 1.05135 -0.8 0.9 -0.1
O 1.15955 -1.96510 1.37185 0.8 -1.1 0.3
O -0.99258 -4.07636 1.27162 0.0 0.1 -0.1
H 2.61918 -6.07507 3.54198 -0.1 0.0 0.4
H 3.27216 -6.73315 2.07081 0.2 -0.3 -0.1
H 4.26676 -5.62997 3.01003 0.2 0.0 0.3
H 3.41010 -4.44002 1.11179 0.2 0.1 -0.1
H 2.54690 -3.84576 2.50999 -0.3 0.3 0.0
H 1.48922 -6.15877 0.87363 -0.1 -0.3 -0.2
H 1.31814 -4.54521 0.23160 -0.2 0.1 -0.3
H -0.40022 -6.00155 2.40117 -0.5 0.0 -0.1
H -1.26070 -5.19411 4.83480 0.4 0.3 -0.2
H -2.46422 -1.92128 5.34670 -0.3 -0.4 0.1
H -2.83650 -2.09977 0.55710 -0.1 0.3 -0.3
H -4.07850 -2.75890 3.22798 0.4 0.2 0.7
H -4.89593 -1.44424 0.71049 -0.1 0.1 -0.4
H -5.76288 -2.65778 1.61445 -0.3 -0.2 0.1
H -5.71306 -0.94679 2.15142 -0.3 0.0 0.3
H -1.29349 -1.78826 -1.10882 -0.2 0.1 -0.2
H -0.31966 -3.28281 -0.85087 -0.1 -0.3 0.0
H 0.48623 -1.76574 -1.20535 0.3 0.4 -0.1
C -0.98710 4.35028 0.89993 0.0 -0.1 0.0
C -0.69204 3.03121 0.57422 0.0 0.1 0.1
C -1.36030 2.40685 -0.46451 0.1 -0.1 0.0
C -2.33285 3.09294 -1.17651 -0.1 0.2 0.0
C -2.64584 4.41367 -0.83512 -0.1 -0.1 -0.1
C -1.96188 5.04014 0.19795 0.1 0.0 0.1
C -3.71578 5.15396 -1.55352 0.0 0.2 0.1
O -3.98896 6.30270 -1.26624 0.0 0.0 0.0
C -4.45743 4.44806 -2.63792 0.1 -0.1 0.0
C -5.49772 5.10123 -3.28624 -0.1 0.1 -0.1
C -6.18738 4.46464 -4.30269 0.0 -0.1 0.0
C -5.83558 3.17342 -4.68292 0.0 0.1 0.0
C -4.80323 2.51638 -4.03718 -0.1 -0.1 -0.1
C -4.11641 3.14643 -3.00785 0.0 0.1 0.1
C -3.02774 2.41088 -2.30043 0.1 -0.3 0.0
O -2.72717 1.28430 -2.63592 0.0 0.0 0.0
H -0.45786 4.83896 1.70769 0.0 0.0 0.0
H 0.06008 2.48676 1.13026 0.0 0.0 0.0
H -1.12428 1.38221 -0.71566 -0.1 0.0 0.0
H -2.19645 6.06431 0.45310 -0.1 0.0 -0.1
H -5.76685 6.10588 -2.99065 0.1 0.0 0.1
H -7.00092 4.97384 -4.80312 0.0 0.0 0.0
H -6.37192 2.67909 -5.48257 0.0 0.0 0.0
H -4.52972 1.51121 -4.32689 0.1 0.0 0.1
C 5.23420 3.96876 -5.16948 0.1 0.0 0.0
C 6.52611 3.51613 -4.92104 -0.1 0.0 0.0
C 6.76816 2.65155 -3.86811 0.1 0.1 -0.1
C 5.72207 2.24293 -3.05098 -0.1 0.0 0.0
C 4.43043 2.71410 -3.28715 0.1 -0.1 0.1
C 4.18966 3.56937 -4.35456 0.0 0.1 -0.1
C 3.29989 2.32381 -2.39411 -0.3 0.0 0.0
O 2.17744 2.73407 -2.60868 0.0 0.0 0.0
C 3.58930 1.43317 -1.24022 0.1 0.0 -0.1
C 2.56407 1.10060 -0.36320 0.0 0.0 0.1
C 2.81218 0.26247 0.71109 0.2 0.3 0.0
C 4.08765 -0.25733 0.90703 0.0 0.0 0.0
C 5.11601 0.07275 0.04100 0.0 -0.1 0.1
C 4.87634 0.92558 -1.03042 -0.1 0.1 -0.1
C 5.99730 1.29625 -1.93036 0.2 -0.2 0.1
O 7.11566 0.85019 -1.76496 0.0 0.0 0.0
H 5.04500 4.63836 -5.99866 0.0 0.0 0.0
H 7.34398 3.83840 -5.55264 0.0 0.0 0.0
H 7.76993 2.29331 -3.67496 0.0 -0.1 0.1
H 3.18490 3.92270 -4.54131 0.0 -0.1 0.1
H 1.57074 1.49929 -0.52030 0.0 0.0 -0.1
H 2.01791 0.01312 1.39018 -0.1 0.0 0.1
H 4.27487 -0.92080 1.74108 0.0 0.0 0.0
H 6.10833 -0.32788 0.19566 0.0 0.1 -0.1
```
Positions in Å, forces in eV/Å.

Computed properties:
- DFT total energy (Eh) = -3924.683162
- total charge = -1
- HOMO level (eV) = -5.2682
- spin multiplicity = 1